C15H64BNO28 | ωB97M-V/def2-TZVPD

Each line ends with the Mulliken charge.
Geometry (Å):
C -1.457 2.121 -2.274  -1.4452
C -0.051 1.621 -1.853  -0.5499
C -0.032 0.351 -1.017  1.2676
C 1.338 0.244 -0.292  -1.9548
N 1.463 -0.812 0.625  1.6265
C 2.968 -0.861 1.208  -1.4330
C 3.268 -2.258 1.580  -0.6156
C 2.584 -3.042 0.470  -0.4067
C 1.508 -2.247 -0.066  1.0564
C 0.507 -0.804 1.726  -1.0067
C 0.157 0.596 2.346  0.1821
C -0.860 0.429 3.618  -1.8426
H -1.312 2.906 -2.884  0.6567
H -2.243 2.377 -1.500  -0.0911
H -1.930 1.433 -2.853  0.3647
H 0.406 2.482 -1.347  0.4517
H 0.455 1.363 -2.830  -0.0962
H -0.149 -0.692 -1.691  -0.0816
H -0.719 0.148 -0.537  0.5146
H 1.673 1.196 0.188  0.4730
H 2.366 0.177 -1.041  0.2072
H 3.165 -0.415 2.054  0.7244
H 3.722 -0.680 0.473  0.5919
H 3.006 -2.709 2.512  -0.2200
H 4.300 -2.493 1.511  0.9533
H 2.302 -4.155 0.969  0.2601
H 3.165 -3.350 -0.352  0.2224
H 0.633 -2.852 0.027  0.5046
H 1.591 -2.145 -1.239  -1.3845
H 0.575 -1.598 2.604  0.1161
H -0.403 -1.106 1.224  0.4767
H -0.186 1.414 1.803  0.4849
H 1.057 0.928 2.848  0.0314
H -1.488 1.295 3.508  0.1483
H -0.397 0.185 4.506  0.4966
H -1.413 -0.257 3.362  0.7401
O 1.317 -3.758 -5.522  -0.6474
C 0.984 -2.616 -5.211  0.2751
O 0.363 -1.885 -6.032  -0.5599
B 0.530 -0.446 -5.448  1.6031
O 1.266 -0.614 -4.276  -0.6360
C 1.488 -1.857 -4.106  0.6928
O 2.232 -2.309 -3.234  -0.9301
O -0.848 0.091 -5.367  -0.5670
C -0.761 1.146 -6.077  0.7245
O -1.623 1.987 -6.025  -0.7115
C 0.479 1.290 -6.654  0.4932
O 1.199 0.269 -6.557  -0.4829
O 0.982 2.401 -7.035  -0.6583
O -4.424 -0.948 3.952  -0.7279
H -4.221 -0.081 3.590  0.4568
H -3.818 -0.945 4.689  0.3228
O 2.443 3.095 2.180  -0.6101
H 1.647 3.535 2.686  0.3102
H 2.894 3.903 1.707  0.3039
O -4.162 1.725 3.152  -0.6262
H -3.727 2.317 3.698  0.1702
H -5.096 1.824 3.379  0.2853
O -4.032 1.463 0.409  -0.5793
H -3.406 2.114 0.280  0.2288
H -4.082 1.276 1.319  0.3933
O -1.626 -2.388 -2.858  -0.7089
H -1.181 -3.300 -2.750  0.3453
H -1.545 -2.500 -3.866  0.2696
O 4.011 -6.060 -0.865  -0.6041
H 3.857 -5.341 -1.438  0.3326
H 3.259 -6.436 -0.594  0.2750
O -2.510 3.681 0.727  -0.5142
H -2.739 3.612 1.555  0.2088
H -1.692 4.124 0.576  0.1889
O 0.561 4.950 -3.134  -0.4308
H 1.218 4.518 -2.771  0.1768
H 0.906 5.764 -2.822  0.2640
O 3.404 -4.050 4.387  -0.5684
H 3.363 -4.934 4.751  0.2839
H 2.987 -3.604 5.095  0.2667
O -2.524 4.020 3.893  -0.6264
H -2.608 4.091 4.957  0.3402
H -1.573 4.009 3.931  0.2522
O 6.252 -1.151 3.776  -0.5423
H 5.600 -0.576 3.783  0.2131
H 6.319 -0.847 2.809  0.3246
O -0.617 -2.387 4.879  -0.5803
H -1.065 -1.638 5.457  0.2909
H 0.184 -2.383 5.249  0.2455
O -2.979 -0.893 -0.715  -0.6179
H -2.742 -0.106 -0.690  0.3733
H -2.120 -1.151 -1.369  0.3595
O -4.003 4.606 -1.442  -0.6033
H -3.398 4.840 -2.055  0.3273
H -3.621 4.295 -0.559  0.4144
O -3.557 -2.567 1.973  -0.7260
H -3.772 -1.773 2.587  0.4156
H -3.272 -2.307 1.149  0.2827
O -2.611 5.027 -3.847  -0.5691
H -1.737 5.246 -3.831  0.2215
H -2.713 5.229 -4.728  0.2539
O -3.902 2.116 -5.121  -0.7073
H -2.966 1.869 -4.985  0.4581
H -4.476 2.071 -4.280  0.2955
O -1.596 -4.238 3.081  -0.6519
H -0.950 -3.859 3.691  0.3136
H -2.225 -3.555 2.650  0.4077
O 4.272 -3.769 -2.577  -0.6779
H 5.032 -3.291 -2.303  0.2600
H 3.486 -3.150 -2.772  0.5440
O 3.442 0.333 4.874  -0.6083
H 4.101 0.989 4.475  0.3158
H 2.872 1.096 5.184  0.2691

relative energy (zero: lowest compared OMol25 entry of this formula, charge and spin): 5.9995 eV
HOMO: -9.45 eV
Kohn-Sham gap: 7.53 eV

***

C5H9NO | ωB97M-V/def2-TZVPD

Each line ends with the Mulliken charge.
Geometry (Å):
C -1.348 -0.553 -1.324  -1.1306
C -0.318 -0.955 -0.341  0.8062
C -0.791 -1.449 0.976  -1.0829
O 0.866 -0.826 -0.589  -0.6081
H -2.012 -1.390 -1.527  0.4005
H -0.862 -0.238 -2.241  0.2875
H -1.907 0.270 -0.876  0.3095
H -1.151 -0.594 1.550  0.2947
H 0.029 -1.913 1.510  0.2973
H -1.602 -2.155 0.825  0.3856
C 1.916 1.651 0.168  -0.7638
C 0.433 1.880 0.579  0.4240
N -0.695 1.959 0.895  -0.4804
H 2.194 2.471 -0.502  0.2939
H 2.497 1.692 1.090  0.2721
H 2.222 0.692 -0.314  0.2946

relative energy (zero: lowest compared OMol25 entry of this formula, charge and spin): 1.3217 eV
HOMO: -9.76 eV
Kohn-Sham gap: 10.65 eV
SMILES: CC(C)=O.CC#N

***

C55H48N5O2P2RhS | ωB97M-V/def2-TZVPD

Each line ends with the Mulliken charge.
Geometry (Å):
Rh -0.540 -0.534 0.008  -1.8498
O 1.250 1.779 0.759  -0.6310
S 0.050 1.626 -0.073  2.6989
C -1.026 2.832 0.643  0.1789
C -1.383 4.029 0.078  -0.0121
C -1.995 5.057 0.825  -1.6436
C -2.154 4.873 2.169  -0.0155
C -2.697 5.784 3.238  -0.7796
C -2.466 5.020 4.568  -0.8831
C -1.873 3.698 4.157  0.3300
C -1.458 2.624 4.895  -1.3210
C -0.959 1.506 4.206  0.2003
C -0.812 1.448 2.829  0.1038
P -0.376 -0.214 2.257  3.1372
C -1.607 -1.232 3.101  0.8587
C -2.928 -0.791 2.966  -1.1111
C -3.955 -1.459 3.603  -0.5531
C -3.676 -2.566 4.396  -0.8205
C -2.366 -2.991 4.559  -0.6321
C -1.330 -2.327 3.920  -0.8207
C 1.299 -0.794 2.516  0.9249
C 2.421 0.151 2.442  -1.0866
C 3.559 -0.071 1.790  -1.7830
C 3.946 -1.348 1.109  0.0171
C 2.447 -2.833 1.587  -1.2244
C 1.337 -2.114 2.247  -0.8329
C -1.181 2.585 2.043  -1.5406
C -1.728 3.662 2.756  1.1288
C 0.589 2.013 -1.714  1.0236
C -0.042 2.833 -2.626  -0.2054
C 0.624 3.335 -3.759  -1.6915
C 1.957 3.056 -3.912  0.0829
C 2.969 3.510 -4.932  -0.8271
C 4.285 2.781 -4.548  -0.8949
C 3.930 1.942 -3.346  0.4448
C 4.644 1.054 -2.596  -1.3329
C 3.961 0.303 -1.611  0.0998
C 2.639 0.505 -1.278  0.2569
P 1.664 -0.907 -0.674  1.2618
C 2.845 -2.066 0.244  1.5192
C 3.403 -3.082 -0.725  -1.1438
C 4.365 -3.980 -0.482  -0.9104
C 5.106 -4.215 0.754  -0.9768
C 4.879 -3.604 1.915  -1.1949
C 3.864 -2.528 2.127  0.1389
C 1.180 -1.435 -2.368  1.7786
C 2.111 -1.664 -3.379  -0.4851
C 1.688 -1.907 -4.678  -1.2797
C 0.339 -1.882 -4.996  -1.0120
C -0.597 -1.603 -4.011  -0.8029
C -0.171 -1.390 -2.712  1.0068
C 1.922 1.554 -1.944  -2.1472
C 2.575 2.168 -3.013  0.7023
H -1.157 4.228 -0.958  0.7105
H -2.273 5.980 0.334  0.5058
H -3.755 5.988 3.065  0.3160
H -2.186 6.747 3.228  0.3534
H -3.388 4.879 5.132  0.3223
H -1.777 5.555 5.223  0.2925
H -1.525 2.603 5.974  0.5249
H -0.699 0.634 4.796  0.5636
H -3.141 0.095 2.380  0.6375
H -4.974 -1.111 3.495  0.5454
H -4.478 -3.088 4.899  0.4575
H -2.143 -3.842 5.187  0.5099
H -0.318 -2.660 4.094  0.5000
H 2.268 1.114 2.913  0.4794
H 4.312 0.708 1.804  0.4847
H 4.905 -1.258 0.607  1.0444
H 2.212 -3.883 1.436  0.8684
H 0.417 -2.675 2.270  -0.0060
H -1.064 3.137 -2.464  0.3990
H 0.089 3.972 -4.451  0.5544
H 3.083 4.594 -4.900  0.3263
H 2.643 3.260 -5.942  0.3450
H 5.083 3.485 -4.310  0.3383
H 4.652 2.155 -5.362  0.2987
H 5.690 0.850 -2.788  0.5218
H 4.499 -0.524 -1.165  0.4121
H 2.916 -3.160 -1.683  0.5914
H 4.596 -4.652 -1.300  0.5086
H 5.874 -4.976 0.710  0.4568
H 5.474 -3.879 2.777  0.4826
H 3.869 -2.196 3.162  0.7661
H 3.171 -1.646 -3.171  0.6120
H 2.421 -2.109 -5.447  0.5394
H 0.018 -2.071 -6.011  0.4836
H -1.652 -1.563 -4.252  0.4762
H -0.928 -1.179 -1.956  -0.5526
N -3.003 1.606 -1.910  -0.2748
C -4.416 1.243 -2.070  -1.0807
C -4.549 -0.258 -2.306  0.3594
C -4.993 -1.044 -1.078  -1.4987
C -4.145 -0.922 0.185  -0.5157
N -2.727 -1.314 -0.052  0.0251
H -2.919 2.608 -1.779  0.1818
H -2.528 1.390 -2.781  0.1579
H -4.898 1.793 -2.883  0.3835
H -4.940 1.521 -1.152  0.6045
H -3.597 -0.643 -2.693  -0.4228
H -5.279 -0.442 -3.094  0.4756
H -5.061 -2.106 -1.337  0.4148
H -6.012 -0.744 -0.819  0.4496
H -4.575 -1.613 0.912  0.3104
H -4.186 0.074 0.621  0.2923
H -2.699 -1.797 -0.947  0.2431
H -2.443 -2.023 0.619  0.1215
O -0.537 -2.595 0.220  0.3698
N 0.060 -3.443 -0.588  -0.4877
C 0.013 -4.673 -0.199  0.8995
C 0.686 -5.651 -1.000  -0.1901
N 1.231 -6.440 -1.631  -0.4736
C -0.623 -5.029 1.043  0.0273
N -1.123 -5.201 2.062  -0.4902

HOMO: -12.70 eV
Kohn-Sham gap: 6.24 eV
total charge: +2

***

C23H34N4O5S | ωB97M-V/def2-TZVPD

Each line ends with the Mulliken charge.
Geometry (Å):
C 3.442 3.987 -0.883  -1.4183
C 3.269 2.483 -1.039  -0.1715
O 3.146 1.936 0.267  -0.4100
C 2.942 0.604 0.479  0.5013
C 2.995 0.235 1.820  -0.7147
C 2.771 -1.065 2.229  -0.7267
C 2.489 -2.050 1.296  0.0640
C 2.250 -3.466 1.751  -1.0326
C 1.089 -4.168 1.037  -0.9406
N -0.100 -3.348 0.990  -0.0619
C -0.662 -2.965 -0.174  -0.0795
O -0.246 -3.341 -1.255  -0.7807
C -1.849 -2.029 -0.045  1.0866
C -3.091 -2.647 -0.697  -1.2684
C -4.237 -1.638 -0.685  -0.5069
C -3.812 -0.358 -1.404  -0.9513
N -2.606 0.203 -0.832  0.3659
S -2.839 1.060 0.596  1.5872
O -2.826 0.202 1.758  -0.7800
O -3.996 1.885 0.406  -0.8173
C -1.383 2.041 0.597  0.1119
C -1.017 2.959 -0.414  0.7102
C -1.813 3.303 -1.615  -1.3048
N 0.162 3.478 -0.138  -0.9345
N 0.556 2.930 1.018  0.5214
C -0.336 2.044 1.502  0.0496
C -0.153 1.299 2.769  -1.3017
C -1.502 -0.723 -0.779  -1.2464
C 2.457 -1.697 -0.047  -0.1868
C 2.678 -0.394 -0.479  0.9982
O 2.659 -0.029 -1.797  -0.4748
C 2.795 -1.003 -2.818  -0.6998
C 1.459 -1.503 -3.356  -0.6296
H 2.520 4.430 -0.518  0.2663
H 3.683 4.425 -1.847  0.4177
H 4.248 4.200 -0.186  0.3243
H 2.371 2.271 -1.626  0.1801
H 4.139 2.045 -1.542  0.4962
H 3.232 1.005 2.538  0.4109
H 2.821 -1.308 3.280  0.3646
H 2.056 -3.456 2.826  0.4025
H 3.153 -4.061 1.587  0.3523
H 0.868 -5.110 1.551  0.4240
H 1.341 -4.394 -0.001  0.4357
H -0.447 -2.973 1.859  0.2858
H -2.061 -1.796 1.001  0.5935
H -3.379 -3.552 -0.158  0.3915
H -2.845 -2.927 -1.724  0.3537
H -5.118 -2.059 -1.172  0.4676
H -4.494 -1.389 0.346  0.3433
H -4.580 0.412 -1.319  0.4881
H -3.618 -0.560 -2.463  0.3764
H -2.852 3.447 -1.330  0.3247
H -1.416 4.203 -2.078  0.4305
H -1.773 2.482 -2.330  0.2032
H 1.489 3.115 1.358  0.3086
H -1.057 0.732 2.973  0.3901
H 0.693 0.617 2.688  0.0349
H 0.037 1.987 3.591  0.4235
H -0.670 -0.218 -0.282  -0.2313
H -1.205 -0.961 -1.805  0.2822
H 2.235 -2.455 -0.779  0.3836
H 3.332 -0.477 -3.616  0.4199
H 3.420 -1.836 -2.476  0.3869
H 0.840 -0.653 -3.635  0.2656
H 0.923 -2.102 -2.625  -0.0285
H 1.636 -2.112 -4.239  0.4740

relative energy (zero: lowest compared OMol25 entry of this formula, charge and spin): 1.5383 eV
HOMO: -8.18 eV
Kohn-Sham gap: 8.85 eV
SMILES: CCOc1ccc(CCNC(=O)[C@@H]2CCCN(S(=O)(=O)c3c(C)n[nH]c3C)C2)cc1OCC